A molecular structure, C30H23N4O17PS2 at a distorted geometry. Source: OMol25; level of theory: ωB97M-V/def2-TZVPD.

Geometry as ORCA input:
```
! wB97M-V def2-TZVPD RIJCOSX def2/J DEFGRID3
* xyz 0 1
N -0.03498 3.31730 -5.97542
C -0.61502 2.52886 -4.95967
C 0.19199 1.56464 -4.28320
C -0.30246 0.73573 -3.32876
P 0.78839 -0.54774 -2.51739
N 2.11406 0.32962 -1.89545
O 1.49155 -1.23816 -3.83291
C -1.66849 0.86868 -2.97692
N -2.34398 0.17575 -2.05450
S -3.84440 0.70228 -2.06903
N -3.76161 1.83491 -3.22663
C -2.49472 1.82274 -3.62868
C -1.94471 2.65695 -4.65393
S -3.00102 3.82391 -5.47316
H 0.97150 3.23126 -5.88040
H -0.25239 4.29697 -5.85026
H 1.23349 1.51581 -4.58035
H 1.73957 0.92781 -1.16631
H 2.52093 0.91295 -2.62678
H 0.86318 -1.82033 -4.26745
H -3.55854 2.98859 -6.36217
C -2.15525 0.56215 -9.92877
C -2.49575 -0.70387 -10.20364
C -1.96424 -1.86181 -9.40375
O -2.33621 -2.97965 -9.70687
C -1.03656 -1.58397 -8.32128
C -0.69503 -0.31724 -8.04940
C -1.24417 0.84203 -8.83019
O -0.89275 1.95872 -8.50319
O 0.14554 0.02029 -7.08198
O -3.31995 -1.03380 -11.19089
H -2.53276 1.40105 -10.49607
H -0.64706 -2.42402 -7.76381
H 0.19735 0.99822 -7.11467
H -3.39463 -2.00688 -11.16520
C -0.58791 -2.35772 3.53191
C 0.24667 -1.69594 2.71740
C -0.16612 -1.28199 1.32982
O 0.63970 -0.66578 0.65765
C -1.49310 -1.64228 0.86552
C -2.32112 -2.30761 1.68117
C -1.92287 -2.69756 3.07761
O -2.74346 -3.28476 3.76032
O -3.55011 -2.67056 1.32444
O 1.47922 -1.35827 3.06716
H -0.30368 -2.65455 4.53078
H -1.76902 -1.35407 -0.13995
H -3.92708 -3.13056 2.09842
H 1.86589 -0.87878 2.30823
C 1.93434 -4.10124 9.10294
C 1.78126 -3.51886 7.90624
C 0.80819 -2.39222 7.69052
O 0.74388 -1.90850 6.57545
C 0.00247 -1.94939 8.81300
C 0.15333 -2.53373 10.00929
C 1.14370 -3.64463 10.23227
O 1.23102 -4.10883 11.35294
O -0.54873 -2.18325 11.07828
O 2.46888 -3.88341 6.83162
H 2.63164 -4.90969 9.27003
H -0.70454 -1.15009 8.64201
H -0.24086 -2.75994 11.80374
H 2.17166 -3.30044 6.10629
C 3.56526 4.34490 3.67161
C 3.78142 3.11224 3.19447
C 2.73598 2.03485 3.27986
O 3.00309 0.94568 2.80650
C 1.47256 2.34367 3.92172
C 1.25687 3.57588 4.40252
C 2.29195 4.66310 4.29505
O 2.01140 5.75904 4.74046
O 0.12896 3.92975 5.00230
O 4.91895 2.75044 2.61423
H 4.30763 5.12806 3.61374
H 0.73684 1.55440 3.99272
H 0.23652 4.86869 5.24812
H 4.80847 1.81420 2.36069
*
```

## Properties
HOMO-LUMO gap = 6.8 eV
M = 806.63 g/mol
DFT total energy = -3792.86174 Ha
HOMO level = -8.43 eV

---

2 unconnected molecules or ions with the total composition C4H10NO2 at a distorted geometry. Source: OMol25; level of theory: ωB97M-V/def2-TZVPD.

Geometry as ORCA input:
```
! wB97M-V def2-TZVPD RIJCOSX def2/J DEFGRID3
* xyz 1 1
C 1.84967 -0.46886 -0.45974
C 0.92518 -0.22896 0.63289
C 0.02136 1.97188 1.14432
C -1.44880 -0.94370 -1.56357
N 0.37059 0.63338 1.40465
O 1.66377 -1.35432 0.70900
O -0.87361 -1.51229 -0.36305
H 1.26989 -0.84841 -1.34710
H 2.83892 -0.00998 -0.32138
H 0.21513 2.60528 2.00388
H 0.29798 2.37195 0.24584
H -1.09111 1.94377 1.07405
H -0.94181 0.02282 -1.80159
H -2.46971 -0.79047 -1.39451
H -1.34172 -1.71000 -2.43555
H -1.43792 -2.05204 0.16445
H 0.15219 0.36994 2.30740
*
```

## Properties
HOMO-LUMO gap = 10.9 eV
M = 104.13 g/mol
Energy relative to the best compared isomer or geometry (same formula, charge and spin) = 4.320 eV
DFT total energy = -363.27688 Ha
HOMO level = -14.72 eV

---

C6H10O in the gas phase at a distorted geometry. Source: OMol25; level of theory: ωB97M-V/def2-TZVPD.

Geometry as ORCA input:
```
! wB97M-V def2-TZVPD RIJCOSX def2/J DEFGRID3
* xyz 0 1
C 1.43409 0.90698 -0.26578
C 0.96347 -1.20006 -0.03438
O 0.35705 -1.44387 1.06093
C -0.94236 -1.08683 1.26734
C -1.40720 0.19497 0.65191
C -1.03814 0.22455 -0.83161
C 0.45053 -0.17067 -0.93798
H 0.86704 1.82812 -0.28185
H 1.75679 0.77634 0.79040
H 2.35982 0.95072 -0.84408
H 1.99393 -1.50871 -0.13311
H -1.22478 -1.32949 2.27710
H -0.95296 1.09052 1.12290
H -2.48858 0.29099 0.80221
H -1.72939 -0.42080 -1.39240
H -1.14340 1.23073 -1.26708
H 0.74410 -0.33348 -1.98452
*
```

## Properties
HOMO-LUMO gap (spin up / spin down) = 7.9 / 7.0 eV
M = 98.14 g/mol
Energy relative to the best compared isomer or geometry (same formula, charge and spin) = 3.624 eV
DFT total energy = -309.70919 Ha
HOMO level (spin up / spin down) = -6.89 / -6.20 eV

---

A molecular structure, C16H32BaO4 at a distorted geometry. Source: OMol25; level of theory: ωB97M-V/def2-TZVPD.

Geometry as ORCA input:
```
! wB97M-V def2-TZVPD RIJCOSX def2/J DEFGRID3
* xyz 2 1
Ba 0.61489 0.25417 0.06525
C 2.98909 1.78899 4.29917
C 3.10190 2.82074 3.15595
C 2.91758 1.97736 1.92108
O 1.95758 1.01483 2.30080
C 2.26293 0.61428 3.67161
H 2.65286 2.23122 5.23585
H 4.03028 1.48996 4.49452
H 4.02056 3.42242 3.08386
H 2.27308 3.45845 3.19302
H 3.77481 1.41971 1.55396
H 2.56761 2.54436 1.02917
H 2.82453 -0.31703 3.71627
H 1.28924 0.45127 4.08087
C -3.01562 -0.91426 3.05611
C -3.15176 0.56969 2.84849
C -1.72642 0.97751 2.48295
O -1.20582 -0.28212 1.84410
C -2.23068 -1.32219 1.88997
H -4.00005 -1.35789 3.06428
H -2.51042 -1.09892 4.01741
H -3.44958 0.99913 3.79496
H -3.90315 0.90609 2.14489
H -1.06344 1.09022 3.34828
H -1.58255 1.82276 1.81821
H -1.69365 -2.28874 1.97629
H -2.82406 -1.36560 0.95058
C 0.96425 0.95238 -4.60852
C 2.45017 0.58674 -4.52532
C 2.47084 -0.09390 -3.14321
O 1.37158 0.50209 -2.39813
C 0.65945 1.47205 -3.21144
H 0.33892 0.05394 -4.76044
H 0.63095 1.68789 -5.35070
H 2.98865 1.51959 -4.44224
H 2.77502 -0.09773 -5.24711
H 3.40918 0.01902 -2.67431
H 2.19602 -1.14129 -3.32532
H 1.13584 2.47217 -3.03769
H -0.41166 1.42097 -2.95293
C -3.04944 -2.24724 -2.01838
C -2.01805 -3.35947 -2.15414
C -0.87399 -2.80923 -1.30428
O -0.88818 -1.33663 -1.55134
C -2.11030 -1.02458 -2.24649
H -3.58296 -2.17799 -1.07348
H -3.77356 -2.36277 -2.79249
H -1.69875 -3.47975 -3.21160
H -2.48535 -4.32504 -1.85814
H 0.05920 -3.20726 -1.63456
H -1.19609 -2.96721 -0.26505
H -1.84086 -0.89181 -3.33175
H -2.44062 -0.07135 -1.91881
*
```

## Properties
HOMO-LUMO gap = 10.1 eV
M = 425.76 g/mol
DFT total energy = -954.78184 Ha
HOMO level = -16.26 eV